No. 1
Entry from the OMol25 dataset: a molecular structure, C47H39Cl5N5O4PZr (ωB97M-V/def2-TZVPD).

Output
HOMO energy = -7.6 eV
LUMO level = -0.69 eV
Charge = 0

Element x y z (Å)
Zr 0.12659 -0.61514 -0.43564
C -4.44297 0.74832 3.70427
C -3.84421 2.10868 3.89980
C -4.27866 2.90036 4.95595
C -3.72287 4.14659 5.20500
C -2.70707 4.61138 4.38908
C -2.27040 3.83776 3.32190
C -2.83236 2.59104 3.05034
P -2.20534 1.52206 1.68396
C -3.71283 1.40826 0.60457
C -4.41721 2.60539 0.40518
C -5.37326 2.76912 -0.57510
C -5.64702 1.69786 -1.40883
C -5.04935 0.47985 -1.15450
C -4.12183 0.26829 -0.11910
C -3.47087 -1.95369 -1.22635
C -1.09007 2.66033 0.75898
C -1.49381 3.86950 0.18307
C -0.59440 4.75083 -0.38422
C 0.76326 4.44654 -0.34473
C 1.18384 3.25742 0.21043
C 0.28036 2.31508 0.73164
C 0.78183 0.97586 1.11373
H -5.07413 0.47518 4.54999
H -3.65068 0.00589 3.61331
H -5.04761 0.69736 2.79505
H -5.06176 2.52376 5.60426
H -4.07569 4.74164 6.03761
H -2.25029 5.57504 4.57487
H -1.47384 4.21284 2.69406
H -4.19684 3.43922 1.05860
H -5.87655 3.71922 -0.69765
H -6.35117 1.79050 -2.22566
H -5.34752 -0.35190 -1.77867
H -4.38720 -2.16496 -1.78064
H -3.00873 -2.91401 -0.99209
H -3.00756 -0.33707 -2.36911
H -2.53930 4.13812 0.16712
H -0.94300 5.67006 -0.83670
H 1.48968 5.13787 -0.75606
H 2.24049 3.01317 0.22280
H 0.36623 0.61725 2.06114
H 1.87012 0.96341 1.19193
Cl 3.17998 -0.05531 -1.19582
C 2.21348 1.09311 -2.10282
C 0.84159 0.94792 -2.02922
C 0.10285 1.88759 -2.73964
Cl -1.64106 1.81606 -2.72134
C 0.69309 2.92279 -3.46132
Cl -0.26023 4.08007 -4.30617
C 2.08407 3.03069 -3.48691
Cl 2.83868 4.30845 -4.35542
C 2.86399 2.10050 -2.80521
Cl 4.57940 2.21844 -2.82101
C -3.42000 -2.36922 2.48872
C -2.86795 -1.67563 1.26746
N -1.59579 -1.58739 1.16342
O -0.92617 -2.12218 2.25623
C -3.83989 -1.24414 0.12669
C -5.22236 -1.85996 0.47384
N -2.60560 -1.24642 -2.14056
O -1.47177 -0.96648 -1.40519
H -2.77014 -2.20994 3.34235
H -3.45202 -3.44758 2.30550
H -4.42023 -2.04062 2.73545
H 0.01399 -2.09113 1.98081
H -5.68299 -1.38264 1.33647
H -5.13155 -2.93100 0.66596
H -5.90661 -1.73222 -0.36051
C -4.60915 -5.32097 -1.70956
O -3.67141 -5.40437 -0.65033
C -2.45790 -5.95931 -0.92753
C -1.56939 -6.03593 0.14490
C -0.30798 -6.56359 -0.03050
C 0.08915 -7.02081 -1.28785
C -0.81739 -7.01127 -2.33115
C -2.08607 -6.46247 -2.16834
N 1.38850 -7.60069 -1.53735
N 2.42288 -6.97079 -1.27579
C 2.30219 -5.61875 -0.79350
C 2.66970 -5.31244 0.48588
C 2.37265 -4.05762 1.06143
C 1.71969 -3.10516 0.32134
O 1.28287 -1.93772 0.78584
C 1.50126 -3.36119 -1.06183
N 0.95345 -2.33217 -1.76046
C 0.68664 -2.49359 -3.03946
C 0.96681 -3.69295 -3.71111
C 1.50124 -4.74496 -3.01688
C 1.78276 -4.60440 -1.64214
H -5.49083 -4.83879 -1.29485
H -4.88076 -6.31371 -2.07647
H -4.22064 -4.71956 -2.53564
H -1.89096 -5.67503 1.11343
H 0.36342 -6.62572 0.81298
H -0.52215 -7.42525 -3.28751
H -2.76720 -6.44982 -3.00590
H 3.11387 -6.08843 1.09788
H 2.59915 -3.86252 2.10119
H 0.23007 -1.65470 -3.55054
H 0.74137 -3.77259 -4.76486
H 1.71303 -5.68201 -3.51591

Results of the Löwdin charge analysis, in e, for atoms 1 through 4: number 1, Zr, carries 1.719; number 2, C, carries -0.058; number 3, C, carries -0.278; number 4, C, carries -0.054


No. 2
Entry from the OMol25 dataset: 2 unconnected molecules or ions with the total composition CH4N3O2 at a distorted geometry (ωB97M-V/def2-TZVPD).

Output
HOMO energy = -15.7 eV
LUMO level = -3.90 eV
Charge = +1

Element x y z (Å)
C -1.19078 1.14595 0.48539
N 1.88250 -1.32563 -0.93960
N -1.68060 1.88362 -0.22845
N -0.85360 0.23484 1.26326
O 1.28787 -1.23755 0.14386
O 1.58241 -0.75430 -1.89538
H 2.59721 -2.17282 -0.96927
H -2.10645 2.71084 -0.75963
H -0.51479 -0.59477 0.69321
H -1.00376 0.10981 2.20660

Results of the natural (NBO) charge analysis, in e, for atoms 1 through 4: number 1, C, carries 0.769; number 2, N, carries 0.413; number 3, N, carries -0.486; number 4, N, carries -0.782


No. 3
Entry from the OMol25 dataset: 2 unconnected molecules or ions with the total composition C24H27N2O at a distorted geometry (ωB97M-V/def2-TZVPD).

Output
HOMO energy = -11.0 eV
LUMO level = -2.91 eV
Charge = +1

Element x y z (Å)
C 2.46607 0.77524 -2.77191
O 1.11273 0.65920 -2.36450
C 0.37478 -0.20940 -3.21502
C -1.10356 -0.05331 -2.94242
C -1.96031 -1.16431 -2.97328
C -3.33616 -0.97685 -3.02866
C -3.86907 0.31771 -3.03169
C -5.33288 0.50608 -3.25383
C -3.01584 1.42675 -2.92501
C -1.63904 1.24127 -2.85639
H 2.73194 1.83526 -2.79653
H 3.10976 0.26746 -2.04518
H 2.67864 0.33600 -3.75946
H 0.58657 0.02691 -4.28541
H -1.51737 -2.15683 -2.99139
H -4.00765 -1.83390 -3.06427
H -5.55541 1.56835 -3.40556
H -5.63518 -0.05464 -4.14939
H -5.91855 0.12749 -2.40672
H -3.42744 2.43927 -2.89485
H -0.94324 2.08357 -2.78391
C 1.16924 -2.63842 1.60524
N 1.59308 -1.26076 1.77350
C 0.78767 -0.18283 1.88226
H 0.63992 -1.24376 -3.00275
C -0.57658 -0.21571 2.37090
C -0.83002 -0.35140 3.74677
C -2.15096 -0.38269 4.17774
C -3.18737 -0.29101 3.23829
C -2.92422 -0.15993 1.86461
C -1.60791 -0.10355 1.42619
N 1.53121 0.92725 1.65834
C 1.02064 2.21338 1.21852
C 2.88742 0.55828 1.57946
C 2.92123 -0.82714 1.64113
C 4.09677 -1.53305 1.83250
C 5.20907 -0.75566 2.17696
C 5.17085 0.64965 2.12815
C 4.02452 1.34037 1.71842
H 2.04987 -3.23610 1.33416
H 0.72437 -3.01676 2.53241
H 0.42331 -2.69879 0.79908
H 0.01083 -0.42146 4.43307
H -2.39078 -0.47878 5.24014
H -4.22596 -0.31667 3.57534
H -3.72360 -0.09454 1.11614
H -1.33827 0.00262 0.37292
H 1.84835 2.93185 1.23383
H 0.64006 2.13359 0.17934
H 0.21306 2.53850 1.88762
H 4.07597 -2.62045 1.74228
H 6.11660 -1.25667 2.49882
H 6.04888 1.21341 2.42266
H 3.95393 2.41589 1.54131

Results of the natural (NBO) charge analysis, in e, for atoms 1 through 4: number 1, C, carries -0.256; number 2, O, carries -0.563; number 3, C, carries -0.074; number 4, C, carries -0.094


No. 4
Entry from the OMol25 dataset: a molecular structure, C47H34F5N3O3P2S3Sc at a distorted geometry (ωB97M-V/def2-TZVPD).

Output
HOMO energy = -4.6 eV
LUMO level = 2.25 eV
Charge = -1

Element x y z (Å)
Sc -1.06598 0.84664 -0.66329
S 1.17923 0.82046 -2.48022
P 1.81215 -0.20132 -0.85988
C 0.70840 -0.27261 0.44730
P 1.01584 0.87921 1.67773
S 0.71344 2.82625 1.34188
C 2.67289 0.67430 2.49335
C 3.47200 1.74545 2.87759
C 4.69030 1.52174 3.51943
C 5.12074 0.22626 3.77801
C 4.33153 -0.85142 3.39094
C 3.12038 -0.62589 2.75104
C 0.00353 0.34174 3.12768
C -0.39097 1.26661 4.09445
C -1.10211 0.85949 5.21847
C -1.41860 -0.48479 5.39180
C -1.02918 -1.41314 4.43242
C -0.33031 -1.00004 3.30143
C 3.52496 0.38973 -0.54343
C 3.76259 1.76830 -0.53684
C 5.03379 2.26617 -0.28667
C 6.08799 1.39242 -0.04053
C 5.86121 0.02270 -0.03622
C 4.58374 -0.47496 -0.28287
C 2.14602 -1.94102 -1.39858
C 1.69990 -3.01554 -0.64035
C 1.96907 -4.32732 -1.03845
C 2.69242 -4.56958 -2.19703
C 3.14284 -3.49813 -2.96751
C 2.86574 -2.19622 -2.57210
H 3.13261 2.75370 2.66137
H 5.30843 2.36608 3.80929
H 6.07139 0.05466 4.26890
H 4.66503 -1.86672 3.57924
H 2.50895 -1.46662 2.43126
H -0.15441 2.31541 3.94223
H -1.41805 1.59325 5.95519
H -1.97754 -0.80389 6.26462
H -1.28766 -2.46031 4.55284
H -0.05530 -1.70464 2.52491
H 2.94174 2.44651 -0.72655
H 5.20027 3.34038 -0.27720
H 7.08205 1.77816 0.15632
H 6.67753 -0.66502 0.16590
H 4.41577 -1.54479 -0.25972
H 1.13583 -2.79932 0.26063
H 1.60754 -5.15939 -0.43998
H 2.90222 -5.58818 -2.50583
H 3.70775 -3.68210 -3.87813
H 3.19664 -1.35878 -3.17779
F -5.85883 -0.99988 -2.97145
C -4.89448 -0.05462 -3.00738
C -3.79722 -0.17026 -2.19042
C -2.78841 0.78823 -2.19218
C -2.94275 1.88997 -3.05108
C -4.06801 1.95356 -3.86445
F -4.27348 2.99767 -4.71180
C -5.06158 1.00145 -3.87036
C -1.92026 2.96622 -2.98912
C -1.84832 4.03920 -3.87816
C -0.88002 5.01209 -3.70689
C 0.01859 4.89850 -2.66298
C -0.08364 3.78949 -1.84987
N -1.01709 2.85030 -2.00071
H -3.76564 -1.02662 -1.53029
H -5.92614 1.09901 -4.51387
H -2.54443 4.11442 -4.69513
H -0.83283 5.85132 -4.39287
H 0.79463 5.63296 -2.48261
H 0.61094 3.62835 -1.04552
C -3.78005 -1.79200 2.41526
C -3.91670 -3.05390 1.88322
C -3.22252 -3.36692 0.72447
C -2.42866 -2.40195 0.12824
N -2.31025 -1.17340 0.63030
C -2.96365 -0.88889 1.75675
C -1.70561 -2.68095 -1.14871
C -1.59581 -3.96711 -1.65331
C -1.01935 -4.15792 -2.89617
C -0.59298 -3.05395 -3.60654
C -0.71426 -1.80683 -3.01486
N -1.22894 -1.62398 -1.79713
H -4.29102 -1.49131 3.32039
H -4.55376 -3.79368 2.35478
H -3.32548 -4.34563 0.27963
H -2.81249 0.09801 2.16723
H -1.93834 -4.81491 -1.08004
H -0.90870 -5.15776 -3.29998
H -0.15361 -3.14493 -4.59181
H -0.35761 -0.91593 -3.51538
F -4.66118 3.94375 2.27963
C -3.51426 3.26630 2.23374
F -2.49867 4.11369 2.37395
F -3.49331 2.38938 3.25162
S -3.42533 2.39559 0.64097
O -3.42007 3.45459 -0.32073
O -4.53530 1.48722 0.67723
O -2.08742 1.69821 0.80737

Results of the Löwdin charge analysis, in e, for atoms 1 through 4: number 1, Sc, carries 0.774; number 2, S, carries 0.376; number 3, P, carries 0.417; number 4, C, carries -0.602


No. 5
Entry from the OMol25 dataset: a molecular structure, C31H25BrCdCl3N7OS at a distorted geometry (ωB97M-V/def2-TZVPD).

Output
HOMO energy = -0.4 eV
LUMO level = 3.80 eV
Charge = -2

Element x y z (Å)
Cd 0.23488 -0.66351 0.20492
O -1.16826 -2.29748 1.36685
C -1.84060 -2.25537 2.43202
C -1.85960 -3.37652 3.32008
C -2.62669 -3.41053 4.45104
C -3.44102 -2.32803 4.79304
C -3.45864 -1.22110 3.97149
C -2.69545 -1.15328 2.80480
C -2.81713 -0.03191 1.90947
N -1.96852 0.34365 0.97039
C -2.55710 1.35346 0.28270
C -3.78592 1.62165 0.79830
N -3.94462 0.74133 1.83802
H -1.23484 -4.21509 3.03897
H -2.60321 -4.28520 5.09728
H -4.03843 -2.35603 5.69897
H -4.07414 -0.37156 4.25884
H -2.05719 1.81330 -0.54616
H -4.53946 2.33559 0.52926
H -4.73908 0.68049 2.44929
C 1.81923 2.65871 -4.03101
C 1.31864 2.97570 -2.65636
C 1.34026 4.26697 -2.13935
C 0.86158 4.50818 -0.86388
C 0.37513 3.41944 -0.16304
Br -0.38226 3.70188 1.54026
N 0.33084 2.19371 -0.62822
C 0.80133 1.96953 -1.84393
H 2.00104 3.56837 -4.60270
H 1.08972 2.04566 -4.55809
H 2.74810 2.09220 -3.96497
H 1.73233 5.08467 -2.73162
H 0.86071 5.49857 -0.43442
H 0.76502 0.93649 -2.17132
Cl 1.93781 -1.97680 1.80614
C 2.22847 -3.11560 0.52715
C 2.82407 -4.30186 0.86259
C 3.15549 -5.24142 -0.10738
C 2.89475 -4.93365 -1.44003
C 2.29377 -3.74789 -1.75991
Cl 1.97945 -3.41888 -3.43525
C 1.85461 -2.73940 -0.82693
N 1.24700 -1.68396 -1.24611
H 3.03373 -4.50133 1.90653
H 3.61172 -6.17988 0.16858
H 3.16349 -5.62066 -2.23322
Cl -3.32536 1.50388 -4.54205
C -3.18341 0.35291 -3.25001
C -4.31897 -0.03299 -2.55151
C -4.13707 -0.94389 -1.51175
C -2.86223 -1.41440 -1.24950
N -1.78680 -1.03877 -1.93320
C -1.94756 -0.17101 -2.92357
H -5.28570 0.36444 -2.81957
H -4.97848 -1.27397 -0.91897
H -2.66865 -2.12022 -0.45618
H -1.06103 0.10556 -3.47774
C 4.76561 -1.16400 4.17907
C 5.18848 -0.08707 3.22302
C 6.54088 0.20091 3.01143
C 6.79678 1.19459 2.07768
N 5.85937 1.85463 1.44172
C 4.57400 1.52988 1.72245
S 3.34329 2.38635 0.96342
N 4.23351 0.56395 2.60102
H 5.57084 -1.40137 4.87436
H 4.51678 -2.05821 3.60847
H 3.88196 -0.84392 4.72679
H 7.33543 -0.32193 3.52881
H 7.82031 1.48326 1.83196

Results of the natural (NBO) charge analysis, in e, for atoms 1 through 4: number 1, Cd, carries 1.563; number 2, O, carries -0.798; number 3, C, carries 0.422; number 4, C, carries -0.262


No. 6
Entry from the OMol25 dataset: a single C5H8O molecule (ωB97M-V/def2-TZVPD).

Output
HOMO energy = -9.1 eV
SMILES = C[C@@H]1C=CCO1
LUMO level = 1.12 eV
Charge = 0

Element x y z (Å)
C 1.78597 -0.44873 0.30339
C 0.66053 0.31382 -0.42469
C -0.28395 1.02019 0.51248
C -1.49663 0.49353 0.42616
C -1.48755 -0.60983 -0.59092
O -0.18451 -0.58008 -1.15509
H 1.60596 -1.51964 0.17833
H 2.77447 -0.22159 -0.10656
H 1.79906 -0.21983 1.37452
H 1.09969 1.02009 -1.14390
H 0.02695 1.82399 1.16972
H -2.37049 0.76930 1.00529
H -2.22715 -0.45440 -1.38744
H -1.69733 -1.58806 -0.12654

Results of the natural (NBO) charge analysis, in e, for atoms 1 through 4: number 1, C, carries -0.637; number 2, C, carries 0.063; number 3, C, carries -0.211; number 4, C, carries -0.218